# 1
This record from OMol25 describes C34H41CoN4O2P2S as an isolated structure. The level of theory is ωB97M-V with the def2-TZVPD basis set.

Computed properties:
Max |F| (hartree/bohr): 0.01485
E (hartree): -4153.2010
Energy above the lowest of the compared OMol25 structures with the same formula, charge and spin (kJ/mol): 142.24
<S²>: 3.762
Multiplicity: 4
Charge: +1
HOMO-LUMO gap (spin up / spin down) (hartree): 0.245 / 0.240

```
85
C34H41CoN4O2P2S ωB97M-V with the def2-TZVPD basis set
Co -0.2922 0.2433 -0.4255
C 0.8455 -1.6022 2.3821
P 1.4471 -0.3282 1.2306
C 1.4669 1.2092 2.2298
N 1.8049 1.1272 3.4929
C 1.9339 2.2809 4.1921
C 2.2885 2.2361 5.5595
C 2.4607 3.4024 6.2454
C 2.2872 4.6542 5.6067
C 1.9357 4.7261 4.2909
C 1.7460 3.5339 3.5559
N 1.3529 3.5968 2.2607
C 1.1849 2.4703 1.6123
P 0.4234 2.5557 -0.0594
C 1.6967 3.2422 -1.1613
C -0.8848 3.8736 0.0616
C -2.7062 4.3002 -1.4996
C -0.3519 5.3002 0.0014
C -1.7054 3.6762 1.3373
C 3.2428 -0.6906 0.9390
C 3.3077 -1.9236 0.0292
C 3.8769 0.5015 0.2237
C 3.9843 -0.9781 2.2456
H 1.2845 -1.4821 3.3706
H 1.0902 -2.5890 1.9884
H -0.2401 -1.5243 2.4529
H 2.4220 1.2687 6.0250
H 2.7365 3.3799 7.2913
H 2.4341 5.5606 6.1789
H 1.7885 5.6697 3.7818
H 2.2608 4.0371 -0.6747
H 1.1767 3.6490 -2.0293
H 2.3773 2.4650 -1.4974
H -2.4276 5.3278 -1.7443
H -3.4633 4.3035 -0.7132
H -3.1309 3.8231 -2.3789
H 0.1083 5.5101 -0.9641
H 0.3743 5.4649 0.7955
H -1.1729 6.0056 0.1438
H -1.8825 2.6249 1.5730
H -2.6765 4.1628 1.2403
H -1.1912 4.1405 2.1760
H 2.8663 -1.7219 -0.9477
H 2.8006 -2.7862 0.4644
H 4.3525 -2.2021 -0.1257
H 3.4144 0.6744 -0.7505
H 4.9346 0.2923 0.0502
H 3.8150 1.4193 0.8112
H 3.6244 -1.8931 2.7181
H 3.8926 -0.1626 2.9614
H 5.0445 -1.1186 2.0220
C -5.4922 -0.5505 5.8039
C -4.9542 -0.2747 4.4280
C -5.7876 0.2009 3.4187
C -5.2937 0.4814 2.1533
C -3.9498 0.2778 1.8798
C -3.1023 -0.1933 2.8729
C -3.6057 -0.4712 4.1339
S -3.3458 0.7803 0.2451
O -4.4415 0.4530 -0.6820
O -1.5708 3.5224 -1.1421
N -2.0723 -0.2815 0.0595
C -2.3452 -1.5859 -0.3639
C -3.4430 -2.3447 -0.0266
C -3.6083 -3.6470 -0.5431
C -2.7041 -4.2004 -1.4027
C -1.5761 -3.4472 -1.8008
C -0.6173 -3.9134 -2.7235
C 0.4266 -3.1086 -3.0973
C 0.5275 -1.8318 -2.5316
N -0.3429 -1.3691 -1.6570
C -1.4027 -2.1468 -1.2841
H -6.5336 -0.8679 5.7644
H -5.4456 0.3487 6.4221
H -4.9157 -1.3266 6.3066
H -6.8417 0.3467 3.6240
H -5.9532 0.8275 1.3667
H -2.0550 -0.3639 2.6481
H -2.9448 -0.8585 4.9012
H -4.1996 -1.9411 0.6287
H -4.4849 -4.2083 -0.2468
H -2.8392 -5.1990 -1.7979
H -0.7266 -4.9084 -3.1375
H 1.1668 -3.4346 -3.8137
H 1.3388 -1.1701 -2.8105
```

Here are the Löwdin charges for atoms 1 to 5, given in e:
1. Co 0.53
2. C -0.21
3. P 1.00
4. C -0.39
5. N 0.15

=====

# 2
This record from OMol25 describes C34H41N4OP2PbSeSi as an isolated structure. The level of theory is ωB97M-V with the def2-TZVPD basis set.

Computed properties:
Max |F| (hartree/bohr): 0.01065
E (hartree): -5180.9046
Energy above the lowest of the compared OMol25 structures with the same formula, charge and spin (kJ/mol): 0.00
Charge: +1
HOMO-LUMO gap (hartree): 0.276

```
85
C34H41N4OP2PbSeSi ωB97M-V with the def2-TZVPD basis set
Pb -0.5372 1.0835 -1.6222
Se 4.9465 0.8848 4.3228
N 5.0982 1.0841 2.5672
C 3.8848 1.2144 2.1011
C 3.5755 1.4248 0.6887
C 4.5690 1.5978 -0.2733
C 4.2067 1.8460 -1.5766
C 2.8539 1.8835 -1.8895
N 1.9011 1.7116 -0.9857
C 2.2403 1.4953 0.2923
C 1.1444 1.4002 1.2779
N -0.1242 1.4496 0.8294
C -1.1073 1.4767 1.7192
C -0.9033 1.4670 3.0913
C 0.3843 1.3603 3.5585
C 1.4306 1.3141 2.6418
C 2.8223 1.1806 3.0689
N 3.1793 1.0228 4.3159
H 5.6062 1.5372 0.0300
H 4.9472 1.9943 -2.3497
H 2.5238 2.0532 -2.9098
H -2.1134 1.4879 1.3190
H -1.7490 1.5051 3.7638
H 0.6100 1.3078 4.6161
C -4.6341 0.7357 -0.0619
P -3.4113 1.6754 -1.0374
C -4.1301 1.5979 -2.7151
C -3.7557 3.4208 -0.5486
C -2.8536 4.4505 -1.2467
P -1.0483 4.1487 -1.0023
C -0.7601 4.9111 0.6373
C -0.3287 5.4161 -2.1079
H -5.6402 1.1280 -0.2164
H -4.3972 0.7697 1.0017
H -4.6016 -0.3076 -0.3779
H -5.1440 2.0001 -2.7191
H -4.1567 0.5575 -3.0421
H -3.5199 2.1571 -3.4260
H -3.6454 3.4891 0.5378
H -4.8048 3.6293 -0.7743
H -3.0956 5.4579 -0.8997
H -3.0338 4.4353 -2.3256
H -1.0640 5.9591 0.6406
H 0.3024 4.8482 0.8783
H -1.3096 4.3761 1.4127
H -0.7450 6.4048 -1.9095
H -0.5160 5.1518 -3.1493
H 0.7509 5.4496 -1.9561
C -0.6190 -3.5699 -2.8297
C -0.8515 -3.7390 -1.3225
C -0.3930 -5.1357 -0.8876
C -2.3471 -3.5742 -1.0157
Si 0.0936 -2.3898 -0.4100
O -0.4666 -0.9336 -0.8632
C -0.2090 -2.5953 1.4448
C 0.4810 -3.4650 2.2995
C 0.1512 -3.5812 3.6432
C -0.9000 -2.8431 4.1698
C -1.6202 -1.9962 3.3399
C -1.2706 -1.8740 2.0006
C 1.9246 -2.5290 -0.8662
C 2.4216 -1.7110 -1.8865
C 3.7316 -1.8130 -2.3379
C 4.5952 -2.7320 -1.7600
C 4.1293 -3.5630 -0.7511
C 2.8114 -3.4685 -0.3240
H -1.1875 -4.3222 -3.3871
H 0.4363 -3.6891 -3.0908
H -0.9416 -2.5824 -3.1748
H -0.9637 -5.9029 -1.4217
H -0.5473 -5.2975 0.1834
H 0.6651 -5.3006 -1.1107
H -2.9311 -4.3233 -1.5615
H -2.7034 -2.5830 -1.3151
H -2.5564 -3.7000 0.0508
H 1.2850 -4.0807 1.9222
H 0.7075 -4.2596 4.2778
H -1.1672 -2.9406 5.2143
H -2.4631 -1.4433 3.7397
H -1.8503 -1.2293 1.3482
H 1.7501 -1.0079 -2.3690
H 4.0782 -1.1919 -3.1549
H 5.6165 -2.8154 -2.1089
H 4.7882 -4.2988 -0.3076
H 2.4746 -4.1628 0.4331
```

Here are the Löwdin charges for atoms 1 to 5, given in e:
1. Pb 1.13
2. Se 1.17
3. N -0.21
4. C -0.34
5. C -0.07

=====

# 3
This record from OMol25 describes C34H42AuN6OP2 as an isolated structure. The level of theory is ωB97M-V with the def2-TZVPD basis set.

Computed properties:
Max |F| (hartree/bohr): 0.01041
E (hartree): -2542.8520
Energy above the lowest of the compared OMol25 structures with the same formula, charge and spin (kJ/mol): 40.15
<S²>: 2.009
Multiplicity: 3
Charge: +1
HOMO-LUMO gap (spin up / spin down) (hartree): 0.240 / 0.295

```
86
C34H42AuN6OP2 ωB97M-V with the def2-TZVPD basis set
Au -0.4265 -0.5035 1.5421
N -2.3381 -2.6297 3.8467
C -1.0607 -3.0315 3.8538
N -0.6789 -3.8776 4.8067
C 0.5914 -4.2676 4.7489
N 1.0247 -5.1256 5.6798
N 1.4896 -3.8609 3.8255
C 1.0028 -3.0214 2.9354
N -0.2405 -2.5611 2.8838
C 1.9529 -2.5462 1.8791
C 3.2051 -3.1308 1.7677
C 4.0654 -2.6909 0.7751
C 3.6498 -1.6775 -0.0702
C 2.3873 -1.1396 0.1117
N 1.5545 -1.5637 1.0596
H -2.8829 -2.8532 4.6624
H -2.5657 -1.7995 3.3163
H 0.3919 -5.4458 6.3902
H 1.9819 -5.4257 5.6708
H 3.4760 -3.9164 2.4562
H 5.0463 -3.1342 0.6665
H 4.2856 -1.3014 -0.8596
H 2.0149 -0.3393 -0.5099
O -0.3072 -0.0709 -1.0622
P 0.0442 0.5490 -2.3787
C -1.3593 1.3179 -3.1973
C -1.2721 2.5213 -3.8916
C -2.3928 3.0375 -4.5276
C -3.5973 2.3523 -4.4744
C -3.6866 1.1467 -3.7892
C -2.5716 0.6292 -3.1530
C 0.7026 -0.6718 -3.5238
C 0.9784 -0.3550 -4.8535
C 1.4755 -1.3258 -5.7061
C 1.6891 -2.6172 -5.2367
C 1.4034 -2.9390 -3.9187
C 0.9088 -1.9667 -3.0592
C 1.2989 1.8313 -2.1770
C 0.9476 2.9605 -1.4334
C 1.8898 3.9387 -1.1631
C 3.1944 3.7921 -1.6221
C 3.5523 2.6695 -2.3523
C 2.6063 1.6905 -2.6322
H -0.3345 3.0619 -3.9350
H -2.3242 3.9751 -5.0629
H -4.4702 2.7574 -4.9692
H -4.6267 0.6121 -3.7514
H -2.6393 -0.3056 -2.6107
H 0.7972 0.6477 -5.2247
H 1.6891 -1.0813 -6.7381
H 2.0712 -3.3760 -5.9069
H 1.5575 -3.9484 -3.5607
H 0.6667 -2.2045 -2.0305
H -0.0711 3.0724 -1.0768
H 1.6100 4.8226 -0.6038
H 3.9286 4.5596 -1.4155
H 4.5661 2.5572 -2.7132
H 2.8899 0.8177 -3.2075
C 0.2951 3.1318 2.4249
P 0.8238 1.4011 2.5880
C 2.6229 1.4827 2.3085
C 0.6993 1.1069 4.3826
H 0.7770 3.7526 3.1820
H -0.7873 3.1989 2.5379
H 0.5622 3.4995 1.4353
H 3.0728 2.2722 2.9132
H 2.8272 1.6801 1.2548
H 3.0778 0.5277 2.5755
H 1.3680 1.7672 4.9377
H 0.9516 0.0696 4.6052
H -0.3249 1.2844 4.7122
C -3.4941 -0.8927 0.2522
C -3.4253 0.3305 1.1698
C -4.7287 0.4509 1.9677
C -3.2356 1.5989 0.3176
C -2.2559 0.2349 2.1110
H -4.3291 -0.7991 -0.4466
H -3.6401 -1.8090 0.8293
H -2.5706 -0.9936 -0.3226
H -5.5808 0.5794 1.2963
H -4.6975 1.3102 2.6407
H -4.9078 -0.4453 2.5657
H -4.0625 1.7057 -0.3902
H -2.3035 1.5406 -0.2466
H -3.2154 2.4910 0.9487
H -2.2598 0.9083 2.9697
```

Here are the Löwdin charges for atoms 1 to 5, given in e:
1. Au 0.85
2. N 0.19
3. C -0.43
4. N 0.18
5. C -0.44

=====

# 4
This record from OMol25 describes C34H42BrIrN7O3 as an isolated structure. The level of theory is ωB97M-V with the def2-TZVPD basis set.

Computed properties:
Max |F| (hartree/bohr): 0.01541
E (hartree): -4607.7151
Energy above the lowest of the compared OMol25 structures with the same formula, charge and spin (kJ/mol): 64.67
<S²>: 0.773
Multiplicity: 2
Charge: +2
HOMO-LUMO gap (spin up / spin down) (hartree): 0.320 / 0.217

```
88
C34H42BrIrN7O3 ωB97M-V with the def2-TZVPD basis set
Ir 0.9019 0.0320 0.7222
O -1.7620 -2.4012 2.5505
C -1.1257 -1.5043 2.0596
N -0.4638 -1.4687 0.8473
C -0.7173 -2.5395 -0.0425
O -0.8658 -3.6731 0.3309
C -0.8241 -2.2305 -1.5188
C -1.0565 -3.2966 -2.3786
C -1.2151 -3.0344 -3.7295
C -1.1240 -1.7233 -4.1687
C -0.8892 -0.7266 -3.2331
N -0.7491 -0.9626 -1.9293
C -1.0793 -0.1592 2.7511
C -1.8903 0.1147 3.8352
C -1.8798 1.3931 4.3659
C -1.0570 2.3573 3.7954
C -0.2646 2.0092 2.7221
N -0.2788 0.7707 2.2135
H -1.1271 -4.2959 -1.9739
H -1.4127 -3.8389 -4.4251
H -1.2453 -1.4668 -5.2121
H -0.8204 0.3075 -3.5522
H -2.5138 -0.6792 4.2224
H -2.5114 1.6420 5.2079
H -1.0276 3.3680 4.1762
H 0.4004 2.7211 2.2495
C 2.9792 6.9428 -2.4315
C 1.8235 6.6795 -1.4466
C 0.4967 6.9194 -2.1666
C 1.9282 7.6515 -0.2565
C 1.9528 5.2644 -0.9256
C 0.9552 4.2889 -1.1511
C 1.1183 3.0458 -0.6291
Br -0.1998 1.7150 -0.9041
C 2.2599 2.6820 0.1637
O 2.2895 1.5772 0.7924
C 3.3457 3.6322 0.2857
C 3.1175 4.8863 -0.2174
C 4.6522 3.2729 0.9962
C 4.5266 3.7293 2.4596
C 5.8406 4.0005 0.3456
C 4.9847 1.7715 0.9499
H 2.8886 7.9579 -2.8185
H 2.9432 6.2537 -3.2765
H 3.9562 6.8559 -1.9559
H 0.4546 7.9565 -2.4966
H -0.3612 6.7526 -1.5120
H 0.3935 6.2939 -3.0555
H 1.8480 8.6737 -0.6267
H 2.8803 7.5652 0.2673
H 1.1217 7.4877 0.4600
H 0.0689 4.5308 -1.7197
H 3.8794 5.6385 -0.0928
H 4.3796 4.8080 2.5281
H 5.4347 3.4721 3.0069
H 3.6809 3.2432 2.9575
H 5.7809 5.0851 0.4150
H 5.9426 3.7243 -0.7050
H 6.7542 3.7078 0.8616
H 4.3331 1.1633 1.5726
H 6.0060 1.6402 1.3060
H 4.9387 1.3863 -0.0716
C 2.7362 -3.0035 -3.2611
N 3.3207 -2.4485 -2.0312
C 4.5471 -3.0537 -1.4920
C 2.6398 -1.6177 -1.3058
N 2.0560 -0.8403 -0.6813
H 3.4887 -2.9697 -4.0463
H 1.8775 -2.4041 -3.5549
H 2.4199 -4.0335 -3.0972
H 5.1945 -3.3046 -2.3291
H 4.3183 -3.9592 -0.9294
H 5.0582 -2.3376 -0.8532
C 3.6747 0.0236 5.2919
C 3.0207 -0.6717 4.1504
C 2.8476 -2.0069 3.8681
C 2.1709 -2.0833 2.6433
N 1.9474 -0.8411 2.1955
N 2.4495 0.0031 3.1382
C 1.7645 -3.3270 1.9446
H 4.3432 -0.6602 5.8086
H 2.9305 0.3736 6.0082
H 4.2560 0.8819 4.9531
H 3.1739 -2.8405 4.4661
H 2.5287 0.9850 2.9257
H 2.4741 -4.1167 2.1850
H 1.7302 -3.1953 0.8652
H 0.7733 -3.6529 2.2610
```

Here are the Löwdin charges for atoms 1 to 5, given in e:
1. Ir 1.23
2. O 0.13
3. C -0.45
4. N -0.04
5. C -0.41

=====

# 5
This record from OMol25 describes C34H42Cl6ErN3O3P2 as an isolated structure at a distorted geometry. The level of theory is ωB97M-V with the def2-TZVPD basis set.

Computed properties:
Max |F| (hartree/bohr): 0.07512
E (hartree): -6169.3456
Energy above the lowest of the compared OMol25 structures with the same formula, charge and spin (kJ/mol): 3.17
<S²>: 3.752
Multiplicity: 4
Charge: +2
HOMO-LUMO gap (spin up / spin down) (hartree): 0.295 / 0.297

```
91
C34H42Cl6ErN3O3P2 ωB97M-V with the def2-TZVPD basis set
Er -0.0847 0.9383 -0.4961
Cl 6.8637 3.7946 -1.4350
C 5.1744 3.3604 -1.5276
C 4.5350 2.9406 -0.3616
Cl 5.4028 2.9187 1.1156
C 3.2280 2.4859 -0.3918
Cl 2.4488 1.8239 1.0505
C 2.5119 2.5585 -1.5688
O 1.2462 2.1323 -1.5640
C 3.0862 3.1017 -2.7593
Cl 2.1369 3.1716 -4.1754
C 4.4193 3.5553 -2.6752
Cl 5.1707 4.0843 -4.1123
Cl -1.1076 3.3202 0.8043
C -0.8404 3.2675 2.6056
C -0.7187 4.4503 3.2152
C -0.5639 4.5078 4.6773
C -0.6013 3.3613 5.3166
C -0.6908 2.1235 4.6545
C -0.8343 1.9991 3.2906
P -1.0176 0.4976 2.3076
C -0.2911 -0.7798 3.4479
C 1.1012 -0.7630 3.6384
C 1.7976 -1.6821 4.4536
C 1.0319 -2.6714 5.1052
C -0.4052 -2.7309 4.8302
C -1.0394 -1.8229 3.9609
C -2.8126 0.1950 2.2585
C -3.7928 1.0614 2.8450
C -5.1709 0.7965 2.6239
C -5.6493 -0.2472 1.9250
C -4.7059 -1.1980 1.3677
C -3.3528 -0.9529 1.5352
H -0.8176 5.3768 2.6249
H -0.5210 5.4158 5.2471
H -0.5565 3.2184 6.3884
H -0.7463 1.2485 5.2179
H 1.6741 0.0473 3.1561
H 2.8178 -1.4851 4.7288
H 1.4478 -3.3551 5.8627
H -0.9149 -3.5804 5.2246
H -2.0695 -1.8730 3.8146
H -3.4700 1.9664 3.4042
H -5.8682 1.5715 2.9817
H -6.6661 -0.3739 1.6568
H -5.1633 -2.0474 0.8251
H -2.6329 -1.7560 1.2118
C -3.7617 1.4837 -0.8186
C -2.9734 0.6648 -1.7830
O -1.6001 1.0551 -2.0019
C -1.3805 1.3368 -3.4786
C -2.0497 2.6128 -3.9256
H -4.8511 1.3988 -0.9986
H -3.6761 2.5615 -0.8761
H -3.5709 1.2777 0.2112
H -3.4315 0.7322 -2.7862
H -2.8669 -0.3553 -1.3643
H -1.5826 0.3501 -3.9238
H -0.2982 1.2279 -3.6091
H -3.1558 2.6767 -3.7844
H -1.8431 2.7244 -4.9229
H -1.5382 3.4930 -3.5878
C 1.9130 -4.6339 -1.2061
N 1.1623 -3.3920 -0.8031
C 0.9770 -3.2884 0.6864
P 1.1418 -2.1339 -1.8170
O 0.4240 -1.0643 -1.0782
N 0.4748 -2.5691 -3.2694
C -0.9687 -2.8432 -3.2489
C 1.2594 -3.1960 -4.3152
N 2.6311 -1.7020 -2.3459
C 2.8726 -0.6771 -3.3711
C 3.7016 -1.7273 -1.3043
H 1.2426 -5.4998 -1.1443
H 2.8716 -4.7980 -0.7135
H 2.0776 -4.4906 -2.2588
H 0.3921 -2.4027 0.8511
H 1.8250 -3.2053 1.2393
H 0.5497 -4.2660 1.0100
H -1.0974 -3.7812 -3.7973
H -1.5686 -2.0305 -3.7176
H -1.1989 -2.9298 -2.1968
H 2.3324 -3.0782 -4.1093
H 1.0845 -2.7032 -5.2563
H 0.9482 -4.2875 -4.4016
H 2.0822 -0.7155 -4.1368
H 3.8099 -0.8449 -3.8403
H 2.8131 0.3248 -2.9922
H 3.4788 -2.4764 -0.5283
H 3.7069 -0.7690 -0.7921
H 4.6525 -2.0312 -1.8001
```

Here are the Löwdin charges for atoms 1 to 5, given in e:
1. Er 1.16
2. Cl 0.70
3. C -0.68
4. C -0.70
5. Cl 0.73